Below is a structure of composition C4H8O2, with properties calculated with ωB97M-V/def2-TZVPD.

Values from the calculation:
- ΔE to the lowest compared entry with this formula, charge and spin (kJ/mol) = 510.6
- energy (eV) = -8367.990
- Kohn-Sham gap (eV) = 9.18

Positions of all 14 atoms, in Å:
C 0.73 -0.61 -1.17
C 0.95 -0.21 0.15
C 0.34 1.17 0.35
O -0.99 0.95 -0.18
C -1.50 -0.40 0.73
O -0.44 -0.81 1.32
H 0.99 -1.61 -1.49
H -0.61 0.20 -0.96
H 0.90 0.16 -1.93
H 1.67 -0.62 0.86
H 0.29 1.49 1.39
H 0.81 1.94 -0.27
H -2.30 0.03 1.35
H -1.90 -0.97 -0.12